DFT (wB97M-V/def2-TZVPD) results for C6H6O2 as an isolated structure.

Output
Highest occupied orbital energy: -9.258 eV
Kohn-Sham gap: 8.657 eV
Energy above the lowest of the compared OMol25 structures with the same formula, charge and spin: 471.1 kJ/mol
Electronic energy: -382.50629 hartree
Charge: 0

Atoms and positions in Å:
C: 2.302 0.701 0.758
C: -0.079 0.146 0.206
C: -0.220 0.100 -1.021
C: -1.474 -0.442 -1.397
C: -2.108 -0.750 -0.063
C: -1.247 -0.410 0.916
H: 2.603 0.321 -0.505
H: 2.928 0.027 1.650
H: 2.298 2.018 0.777
H: 0.460 0.441 -1.924
H: -3.088 -1.093 0.127
H: -1.501 -0.225 1.928
O: 0.931 -0.015 1.097
O: -1.804 -0.820 -2.550